The following is a quantum chemistry calculation of a cluster of 3 separate species, C20H35FIN2O5 in total at a distorted geometry, from OMol25.

The geometry in XYZ format:
```
64
Properties=species:S:1:pos:R:3:forces:R:3:mulliken_charge:R:1
H 2.314 -2.809 -8.990 -0.04 -0.02 0.03 0.303
H 1.346 4.794 3.428 1.06 0.40 1.85 0.271
H -0.207 -2.129 -0.327 0.02 0.02 0.05 0.270
C -2.709 2.021 5.820 2.37 -0.65 -1.69 -0.444
C 0.042 -2.535 -7.827 -0.09 0.49 0.05 -0.725
C 0.690 3.869 5.534 -0.56 0.99 -1.08 -0.982
C -3.733 -0.142 4.859 -0.50 0.35 0.60 -0.533
O 0.574 -2.526 -2.160 0.32 0.07 0.16 -0.371
H 1.663 -0.483 -3.360 -0.04 -0.01 0.06 0.227
C 0.628 -2.339 -6.437 0.09 -0.52 -0.10 -0.236
C -0.225 1.781 4.388 -1.48 -0.99 0.07 -0.319
H -5.292 0.894 3.376 0.92 -0.53 0.63 0.384
C -1.613 2.989 5.970 -1.93 -1.86 -0.07 0.032
H 1.202 -0.203 0.184 -0.05 -0.01 0.00 0.043
C -1.267 0.761 4.172 -0.39 1.53 0.45 0.538
O -1.870 4.037 6.830 1.16 -1.19 -0.85 -0.470
C 0.802 4.961 4.393 -0.52 0.84 0.72 -0.066
H -3.919 -0.476 5.926 0.18 0.39 -1.14 0.283
H 2.852 -1.051 -5.470 0.03 0.11 -0.01 -0.100
H 1.493 -2.628 -0.297 0.05 0.08 -0.03 0.332
C -2.541 0.857 4.918 1.21 2.25 0.63 0.451
C 1.150 -0.559 -0.850 0.42 -0.21 0.23 -0.087
H 0.478 -1.311 -6.090 0.01 0.00 -0.09 0.292
C -1.080 -0.459 3.197 0.28 -0.54 0.68 0.150
C -5.077 0.569 4.427 -0.59 0.09 0.30 -0.207
H 2.099 1.150 -2.772 -0.07 0.00 -0.11 0.354
F -0.527 -0.083 1.950 -0.38 -0.19 1.34 -0.234
H 2.144 -1.430 -10.091 -0.11 0.00 0.05 0.241
H 1.128 -2.864 -10.327 0.09 -0.08 0.00 0.327
C 0.755 -2.029 -0.841 -0.42 0.17 -0.30 -0.421
C -0.223 -1.555 3.963 -0.48 -0.27 0.39 -1.102
H -1.191 4.071 7.533 -0.36 0.13 -0.31 0.371
N -0.401 2.852 5.285 -1.36 -1.38 0.43 0.074
H 3.366 -0.014 -3.204 -0.03 0.00 0.12 0.312
H 3.872 -1.892 -6.658 -0.06 -0.07 0.06 0.275
H -3.665 2.138 6.379 1.03 0.11 -0.42 0.485
O 2.441 -0.373 -1.420 -0.29 -0.02 -0.18 -0.427
H 2.555 -0.849 -7.222 -0.02 -0.02 0.06 0.347
C 0.160 6.206 4.649 0.26 -0.90 -0.10 -0.609
H 0.402 0.043 -1.376 -0.01 -0.10 -0.03 0.292
H -0.861 -2.482 4.078 0.84 0.91 -0.31 0.327
I 1.669 1.706 3.332 -1.34 -0.10 0.73 0.191
H -2.061 -0.954 2.946 0.94 1.04 0.26 0.247
H -1.032 -2.328 -7.788 0.00 -0.04 0.03 0.387
C 2.859 -1.553 -6.442 0.02 -0.13 -0.04 -0.331
O 0.607 -1.621 -8.761 0.19 -0.28 0.13 -0.375
H 1.594 -3.423 -3.690 -0.06 0.02 0.05 0.018
N -5.993 0.784 5.297 1.15 -0.20 -0.69 -0.539
H -0.017 -1.221 5.024 0.02 -0.27 -1.26 0.343
H -6.791 1.249 4.849 0.20 -0.18 0.21 0.279
H -0.959 6.286 4.575 0.85 -0.48 2.07 0.255
H 1.684 3.365 5.719 -1.16 0.39 -0.64 0.456
H 2.635 -2.772 -2.413 -0.05 -0.03 0.03 0.306
H 0.735 -1.828 3.452 -0.91 0.38 0.34 0.323
H 1.692 -4.265 -2.127 0.11 -0.03 0.00 0.348
C 1.602 -2.225 -9.576 -0.07 0.16 -0.15 -0.703
H 0.713 7.117 4.992 -0.28 -0.18 -2.35 0.283
H 0.492 4.451 6.477 -0.17 -0.95 -1.09 0.370
H 0.111 -3.008 -5.742 -0.04 0.04 0.00 0.336
C 1.691 -3.285 -2.613 -0.09 0.00 -0.11 -0.509
O 2.010 -2.691 -6.403 -0.08 0.32 -0.04 -0.370
H -3.546 -1.077 4.277 -0.08 1.02 0.29 0.410
H 0.175 -3.568 -8.164 0.07 0.03 0.07 0.363
C 2.374 0.091 -2.761 0.22 0.09 0.04 -0.740
```
Positions in Å, forces in eV/Å.

Values from the calculation:
Orbital gap: 0.2233 hartree
Total charge: +1
Multiplicity: 1
HOMO: -10.38 eV